*i*
This record from the Open Molecules 2025 dataset describes a 4-piece molecular cluster, C12H36O16P4 overall. The level of theory is wB97M-V/def2-TZVPD.

Properties
- SMILES: COP(=O)(OC)OC.COP(=O)(OC)OC.COP(=O)(OC)OC.COP(=O)(OC)OC
- Lowest unoccupied orbital energy: 0.6 eV
- Orbital gap: 0.366 hartree

Each atom is followed by the atoms it is bonded to, with distances in Å.
Positions of all 68 atoms, in Å:
1 P 0.08 1.40 3.78  O9 1.498, O11 1.580, O15 1.626, O18 1.649
2 P 0.85 -2.41 1.53  O5 1.660, O8 1.523, O10 1.567, O14 1.499
3 P 3.46 0.79 -1.73  O6 1.594, O7 1.496, O12 1.616, O20 1.640
4 P -4.92 -0.22 -3.77  O13 1.460, O16 1.567, O17 1.539, O19 1.622
5 O 1.02 -2.06 -0.08  P2 1.660, C24 1.441
6 O 2.92 1.19 -0.29  P3 1.594, C32 1.405
7 O 4.02 2.01 -2.39  P3 1.496
8 O 2.31 -2.60 1.92  P2 1.523, C23 1.441
9 O 0.08 2.72 4.47  P1 1.498
10 O -0.04 -3.61 2.00  P2 1.567, C28 1.360
11 O -0.90 1.62 2.57  P1 1.580, C27 1.397
12 O 4.63 -0.27 -1.38  P3 1.616, C29 1.430
13 O -3.67 -0.83 -4.20  P4 1.460
14 O 0.35 -1.20 2.25  P2 1.499
15 O -0.44 0.24 4.80  P1 1.626, C25 1.421
16 O -5.33 0.92 -4.76  P4 1.567, C31 1.409
17 O -6.14 -1.15 -3.90  P4 1.539, C30 1.461
18 O 1.62 1.07 3.28  P1 1.649, C22 1.430
19 O -4.83 0.23 -2.21  P4 1.622, C26 1.408
20 O 2.53 -0.18 -2.67  P3 1.640, C21 1.391
21 C 2.97 -0.26 -3.99  O20 1.391, H38 1.058, H53 1.065, H61 1.141
22 C 2.62 1.14 4.30  O18 1.430, H33 1.035, H44 1.014, H63 1.149
23 C 3.34 -1.71 1.45  O8 1.441, H35 0.990, H42 1.131, H49 1.130
24 C 0.03 -1.17 -0.63  O5 1.441, H47 1.073, H50 1.204, H58 1.151
25 C -1.74 0.22 5.37  O15 1.421, H46 0.992, H56 1.022, H59 0.970
26 C -3.73 -0.20 -1.45  O19 1.408, H45 1.115, H54 1.179, H67 1.134
27 C -0.40 1.97 1.31  O11 1.397, H37 1.162, H39 1.212, H65 1.073
28 C -0.22 -3.78 3.34  O10 1.360, H36 1.175, H51 1.069, H60 0.980
29 C 5.98 0.08 -1.72  O12 1.430, H48 0.950, H55 1.032, H57 0.988
30 C -7.35 -0.84 -3.14  O17 1.461, H34 1.134, H43 1.166, H52 1.081
31 C -4.51 2.00 -5.12  O16 1.409, H40 1.082, H41 0.967, H64 1.160
32 C 3.29 2.40 0.32  O6 1.405, H62 1.209, H66 1.172, H68 1.075
33 H 2.62 2.08 4.71  C22 1.035
34 H -8.20 -1.59 -3.13  C30 1.134
35 H 4.19 -1.68 1.95  C23 0.990
36 H 0.74 -4.30 3.79  C28 1.175
37 H -0.27 3.09 1.56  C27 1.162
38 H 2.47 -0.85 -4.72  C21 1.058
39 H 0.54 1.32 0.91  C27 1.212
40 H -5.00 2.60 -5.88  C31 1.082
41 H -3.67 1.56 -5.29  C31 0.967
42 H 2.97 -0.65 1.58  C23 1.131
43 H -7.56 0.21 -3.60  C30 1.166
44 H 3.56 1.10 3.94  C22 1.014
45 H -2.77 0.26 -1.79  C26 1.115
46 H -2.00 -0.67 5.72  C25 0.992
47 H -0.94 -1.56 -0.87  C24 1.073
48 H 6.06 -0.06 -2.66  C29 0.950
49 H 3.47 -2.12 0.41  C23 1.130
50 H 0.58 -1.21 -1.70  C24 1.204
51 H -1.04 -4.46 3.45  C28 1.069
52 H -7.05 -0.90 -2.10  C30 1.081
53 H 3.93 -0.71 -4.08  C21 1.065
54 H -3.80 -0.03 -0.28  C26 1.179
55 H 6.31 0.99 -1.36  C29 1.032
56 H -2.46 0.27 4.65  C25 1.022
57 H 6.62 -0.56 -1.34  C29 0.988
58 H -0.19 -0.18 -0.09  C24 1.151
59 H -2.13 0.94 5.89  C25 0.970
60 H -0.33 -3.03 3.96  C28 0.980
61 H 2.99 0.80 -4.41  C21 1.141
62 H 2.79 3.21 -0.42  C32 1.209
63 H 2.49 0.25 5.02  C22 1.149
64 H -4.46 2.63 -4.14  C31 1.160
65 H -1.27 1.90 0.68  C27 1.073
66 H 2.48 2.59 1.15  C32 1.172
67 H -3.83 -1.33 -1.44  C26 1.134
68 H 4.30 2.55 0.66  C32 1.075

So, what does the Mulliken scheme give us? The charges, in e, come out as: 0.654, 0.531, 0.548, 0.922, -0.358, 0.142, -0.779, -0.368, -0.810, -0.355, -0.291, -0.204, -0.698, 0.042, -0.223, -0.274, -0.322, 0.401, -0.312, -0.094, -0.905, -1.148, -0.381, -0.377, -1.455, -0.587, 0.018, -0.780, -1.085, -0.530, -0.643, -0.515, 0.436, 0.228, 0.553, 0.243, 0.339, 0.370, -0.485, 0.217, 0.377, -0.104, 0.261, 0.429, 0.244, 0.508, 0.495, 0.425, 0.207, 0.136, 0.289, 0.226, 0.291, 0.296, 0.353, 0.468, 0.401, -0.092, 0.629, 0.336, 0.340, 0.271, 0.261, 0.235, 0.319, 0.079, 0.360, 0.295

*ii*
This record from the Open Molecules 2025 dataset describes a 4-piece molecular cluster, C12H36O16P4 overall. The level of theory is wB97M-V/def2-TZVPD.

Properties
- SMILES: COP(=O)(OC)OC.COP(=O)(OC)OC.COP(=O)(OC)OC.COP(=O)(OC)OC
- Lowest unoccupied orbital energy: 0.4 eV
- Orbital gap: 0.391 hartree

Each atom is followed by the atoms it is bonded to, with distances in Å.
Positions of all 68 atoms, in Å:
1 P -1.17 -1.00 1.90  O6 1.646, O7 1.480, O14 1.584, O19 1.613
2 P 2.71 3.60 5.39  O12 1.490, O16 1.580, O17 1.660, O20 1.590
3 P 0.06 2.30 -2.91  O9 1.658, O10 1.599, O11 1.613, O18 1.513
4 P -1.85 -5.36 -2.81  O5 1.648, O8 1.648, O13 1.518, O15 1.602
5 O -1.66 -4.37 -4.12  P4 1.648, C30 1.442
6 O 0.37 -1.13 1.31  P1 1.646, C26 1.334
7 O -1.72 0.37 1.83  P1 1.480
8 O -2.70 -4.30 -1.87  P4 1.648, C23 1.419
9 O 1.48 2.95 -3.46  P3 1.658, C25 1.461
10 O -1.04 2.82 -3.94  P3 1.599, C31 1.372
11 O 0.29 0.73 -3.20  P3 1.613, C28 1.436
12 O 3.26 4.14 6.67  P2 1.490
13 O -2.34 -6.76 -3.12  P4 1.518
14 O -2.06 -2.15 1.26  P1 1.584, C29 1.422
15 O -0.46 -5.32 -2.01  P4 1.602, C24 1.421
16 O 1.13 3.70 5.43  P2 1.580, C32 1.448
17 O 3.09 2.00 5.13  P2 1.660, C22 1.437
18 O -0.34 2.67 -1.50  P3 1.513
19 O -1.02 -1.44 3.44  P1 1.613, C27 1.382
20 O 3.07 4.42 4.08  P2 1.590, C21 1.473
21 C 2.78 5.86 4.04  O20 1.473, H49 1.090, H58 1.090, H65 1.090
22 C 4.48 1.63 5.20  O17 1.437, H36 1.090, H45 1.090, H50 1.090
23 C -4.02 -4.00 -2.29  O8 1.419, H37 1.090, H38 1.090, H43 1.090
24 C -0.10 -4.29 -1.10  O15 1.421, H40 1.090, H44 1.090, H57 1.090
25 C 1.65 4.40 -3.55  O9 1.461, H48 1.090, H52 1.090, H61 1.090
26 C 1.26 -0.15 1.41  O6 1.334, H39 1.090, H41 1.090, H47 1.090
27 C -0.17 -2.48 3.80  O19 1.382, H59 1.090, H63 1.090, H64 1.090
28 C -0.55 -0.13 -2.43  O11 1.436, H55 1.090, H60 1.090, H68 1.090
29 C -2.85 -1.92 0.10  O14 1.422, H35 1.090, H42 1.090, H62 1.090
30 C -1.81 -4.86 -5.47  O5 1.442, H34 1.090, H46 1.090, H53 1.090
31 C -0.72 2.96 -5.27  O10 1.372, H33 1.090, H51 1.090, H67 1.090
32 C 0.32 3.14 4.37  O16 1.448, H54 1.090, H56 1.090, H66 1.090
33 H -1.54 2.79 -5.96  C31 1.090
34 H -1.13 -5.67 -5.75  C30 1.090
35 H -3.36 -0.96 0.01  C29 1.090
36 H 4.79 1.91 4.19  C22 1.090
37 H -4.42 -3.00 -2.13  C23 1.090
38 H -4.28 -4.18 -3.33  C23 1.090
39 H 1.19 0.59 0.61  C26 1.090
40 H -0.76 -3.92 -0.32  C24 1.090
41 H 1.11 0.30 2.40  C26 1.090
42 H -3.63 -2.67 0.05  C29 1.090
43 H -4.66 -4.66 -1.70  C23 1.090
44 H 0.29 -3.48 -1.72  C24 1.090
45 H 4.93 2.24 5.98  C22 1.090
46 H -2.84 -5.03 -5.76  C30 1.090
47 H 2.27 -0.55 1.36  C26 1.090
48 H 1.38 4.89 -4.49  C25 1.090
49 H 2.82 6.35 5.02  C21 1.090
50 H 4.66 0.65 5.64  C22 1.090
51 H 0.13 2.35 -5.58  C31 1.090
52 H 2.73 4.53 -3.41  C25 1.090
53 H -1.32 -4.02 -5.95  C30 1.090
54 H -0.37 3.89 3.99  C32 1.090
55 H -0.99 0.19 -1.48  C28 1.090
56 H 1.06 2.82 3.63  C32 1.090
57 H 0.70 -4.67 -0.48  C24 1.090
58 H 3.42 6.28 3.25  C21 1.090
59 H 0.57 -2.24 4.56  C27 1.090
60 H -0.12 -1.12 -2.26  C28 1.090
61 H 1.08 4.96 -2.81  C25 1.090
62 H -2.26 -2.06 -0.81  C29 1.090
63 H 0.13 -3.03 2.91  C27 1.090
64 H -0.73 -3.27 4.30  C27 1.090
65 H 1.75 5.84 3.70  C21 1.090
66 H -0.22 2.25 4.69  C32 1.090
67 H -0.50 4.01 -5.44  C31 1.090
68 H -1.26 -0.31 -3.23  C28 1.090

So, what does the Mulliken scheme give us? The charges, in e, come out as: 1.142, 0.976, 1.137, 0.719, -0.139, -0.132, -0.778, -0.088, -0.323, -0.309, -0.341, -0.712, -0.711, -0.337, -0.357, -0.333, -0.187, -0.679, -0.446, -0.272, -0.632, -0.734, -0.773, -0.408, -0.706, -0.518, -0.640, -0.720, -0.473, -0.715, -0.714, -0.603, 0.282, 0.304, 0.402, 0.295, 0.317, 0.279, 0.159, 0.144, 0.212, 0.292, 0.316, 0.244, 0.312, 0.269, 0.273, 0.265, 0.314, 0.258, 0.359, 0.274, 0.255, 0.291, 0.415, 0.268, 0.345, 0.232, 0.282, 0.089, 0.338, 0.058, 0.232, 0.297, 0.261, 0.265, 0.244, 0.366

Energies relative to the minimum, kcal/mol: *i* 143.3; *ii* 0.0